*a*
Below is the ion C9H12N3O2 with charge +1, with properties calculated with wB97M-V/def2-TZVPD.

## Properties
Frontier orbital gap, eV: 7.8
Total charge: +1
SMILES: CC#CC1=CC([NH3+])=C(N)[C@@H]([N+](=O)[O-])C1
E_HOMO, eV: -11.454

Each line ends with the Löwdin charge.
Positions of all 26 atoms, in Å:
1 C -4.526 -1.329 -1.456  -0.08
2 C -3.187 -1.102 -0.933  -0.04
3 C -2.080 -0.689 -0.677  0.02
4 C -0.770 -0.278 -0.357  -0.26
5 C -0.262 -0.274 0.825  -0.01
6 C 1.071 0.268 1.132  -0.11
7 N 1.521 0.463 2.565  0.29
8 C 1.936 0.560 0.110  -0.22
9 N 3.052 1.368 0.287  0.13
10 C 1.496 0.266 -1.287  -0.13
11 N 2.293 -0.918 -1.717  -0.38
12 O 1.781 -1.949 -1.979  0.16
13 O 3.497 -0.747 -1.684  0.08
14 C -0.006 0.212 -1.542  -0.04
15 H -4.678 -1.979 -2.317  0.08
16 H -5.197 -1.724 -0.741  0.06
17 H -4.732 -0.173 -1.705  0.15
18 H -0.840 -0.716 1.582  0.12
19 H 1.160 1.311 2.897  0.16
20 H 2.425 0.170 2.679  0.14
21 H 0.936 -0.121 3.144  0.17
22 H 3.618 1.465 1.066  0.06
23 H 3.668 1.458 -0.654  0.19
24 H 1.958 1.066 -2.069  0.22
25 H -0.188 -0.455 -2.309  0.12
26 H -0.396 1.149 -1.761  0.13

*b*
Below is the ion C9H12N3O2 with charge +1, with properties calculated with wB97M-V/def2-TZVPD.

## Properties
Frontier orbital gap (spin up / spin down), eV: 7.3 / 7.1
Total charge: +1
E_HOMO (spin up / spin down), eV: -12.445 / -12.366

Each line ends with the Löwdin charge.
Positions of all 26 atoms, in Å:
1 C 0.069 3.693 0.951  0.21
2 C 0.194 2.533 0.636  -0.05
3 C 0.468 -0.496 1.164  0.11
4 C -1.756 -0.137 0.385  0.05
5 C 2.107 0.549 -0.117  0.11
6 C -0.029 1.347 -0.125  -0.31
7 C -0.050 -2.616 0.065  -0.08
8 C -2.373 1.988 -0.718  0.06
9 C 0.407 -1.984 1.360  -0.19
10 N -1.421 0.984 -0.132  -0.02
11 N 0.872 0.315 0.261  -0.16
12 N -2.966 -0.727 0.289  -0.38
13 O -3.863 -0.164 0.913  0.14
14 O -3.138 -1.558 -0.592  0.14
15 H 0.313 4.636 1.397  0.07
16 H 2.313 1.461 -0.789  0.14
17 H 2.998 -0.045 0.102  0.12
18 H 0.248 1.552 -1.229  0.21
19 H 0.709 -2.594 -0.672  0.07
20 H -0.817 -2.020 -0.461  0.04
21 H -0.485 -3.661 0.229  0.13
22 H -1.679 2.533 -1.348  0.09
23 H -3.107 1.505 -1.339  0.10
24 H -2.769 2.710 0.092  0.15
25 H 1.382 -2.293 1.717  0.13
26 H -0.122 -2.053 2.288  0.11

Computed stability ranking, most favorable first: *a*, *b*

*a*
Below is a structure of composition C9H11NO2S, with properties calculated with wB97M-V/def2-TZVPD.

## Properties
Frontier orbital gap, eV: 9.0
Total charge: 0
E_HOMO, eV: -8.377

Each line ends with the Löwdin charge.
Positions of all 24 atoms, in Å:
1 C -1.028 -1.215 0.273  -0.22
2 C -0.397 -0.020 0.141  -0.36
3 C -2.797 0.054 0.008  -0.61
4 C -5.171 -0.437 -0.111  0.03
5 C -4.171 0.438 -0.161  -0.19
6 C 1.960 1.491 0.253  -0.26
7 C 1.510 0.125 -0.017  -0.41
8 C 3.300 1.800 0.858  -0.02
9 C 2.567 -1.806 -0.792  -0.04
10 N -2.372 -1.149 0.208  0.05
11 O 1.898 0.930 -1.054  0.06
12 O 2.147 -1.010 0.309  -0.06
13 S -1.501 1.255 -0.103  1.06
14 H -0.550 -2.165 0.428  0.11
15 H -6.194 -0.141 -0.263  0.05
16 H -4.972 -1.477 0.084  0.06
17 H -4.344 1.488 -0.354  0.09
18 H 1.191 2.239 0.433  0.12
19 H 4.025 1.033 0.601  0.08
20 H 3.192 1.839 1.939  0.09
21 H 3.659 2.764 0.504  0.08
22 H 3.245 -2.550 -0.380  0.09
23 H 3.088 -1.190 -1.530  0.10
24 H 1.714 -2.295 -1.272  0.10

*b*
Below is the molecule C9H11NO2S, with properties calculated with wB97M-V/def2-TZVPD.

## Properties
Frontier orbital gap, eV: 8.4
Total charge: 0
SMILES: CC(C)=C(N)O[C@@H]1C=CSC1=C=O
E_HOMO, eV: -7.641

Each line ends with the Löwdin charge.
Positions of all 24 atoms, in Å:
1 C 0.876 2.364 -1.525  -0.06
2 C 0.971 1.039 -0.829  -0.28
3 C 1.700 -0.060 -1.587  -0.04
4 C 0.559 0.791 0.431  -0.42
5 N -0.036 1.640 1.316  0.14
6 O 0.663 -0.474 1.016  -0.02
7 C -0.544 -0.992 1.455  -0.30
8 C -0.556 -2.485 1.697  -0.14
9 C -1.471 -3.248 1.117  -0.35
10 S -2.615 -2.313 0.067  0.94
11 C -1.711 -0.837 0.344  -0.44
12 C -1.925 0.077 -0.545  -0.26
13 O -2.150 0.831 -1.411  0.16
14 H 1.300 2.223 -2.604  0.11
15 H -0.185 2.600 -1.502  0.06
16 H 1.420 3.241 -1.092  0.09
17 H 1.029 -0.336 -2.380  0.08
18 H 2.133 -0.880 -1.072  0.06
19 H 2.552 0.406 -2.155  0.09
20 H -0.185 2.554 0.858  0.11
21 H 0.543 1.626 2.164  0.13
22 H -0.853 -0.592 2.452  0.15
23 H 0.178 -2.894 2.365  0.11
24 H -1.692 -4.284 1.421  0.08

Computed stability ranking, most favorable first: *b*, *a*

*a*
Below is the ion C6H7O with charge +1, with properties calculated with wB97M-V/def2-TZVPD.

## Properties
Frontier orbital gap (spin up / spin down), eV: 8.0 / 8.0
Total charge: +1
E_HOMO (spin up / spin down), eV: -13.830 / -13.830

Each line ends with the Löwdin charge.
Positions of all 14 atoms, in Å:
1 C -0.737 -0.831 0.586  -0.25
2 C -1.711 0.014 1.392  0.06
3 C -0.004 -0.093 -0.415  0.05
4 C -0.691 0.551 2.162  -0.06
5 C -0.063 -0.621 1.889  0.13
6 C 1.505 0.164 -2.199  0.06
7 O 0.497 -0.631 -1.507  0.04
8 H -0.859 -1.819 0.275  0.14
9 H -2.687 -0.192 1.889  0.16
10 H 0.311 0.923 0.013  0.19
11 H -0.602 1.447 2.813  0.15
12 H 1.770 0.921 -1.467  0.10
13 H 2.253 -0.501 -2.408  0.09
14 H 1.018 0.669 -3.022  0.12

*b*
Below is a cluster of 2 separate species, C6H7O in total, with properties calculated with wB97M-V/def2-TZVPD.

## Properties
Frontier orbital gap, eV: 5.8
Total charge: +1
E_HOMO, eV: -13.653

Each line ends with the Löwdin charge.
Positions of all 14 atoms, in Å:
1 C -1.530 -0.936 -0.032  0.03
2 C -2.211 0.253 -0.172  -0.06
3 C -0.087 -0.622 0.036  -0.23
4 C -0.146 0.723 -0.090  0.02
5 C 1.636 2.384 0.154  0.52
6 C 1.018 -1.634 -0.027  -0.01
7 O -1.357 1.286 0.019  0.03
8 H -2.025 -1.905 -0.071  0.13
9 H -3.262 0.505 -0.070  0.15
10 H 1.994 2.427 1.212  0.06
11 H 1.970 2.893 -0.781  0.06
12 H 1.781 -1.032 -0.616  0.11
13 H 0.858 -2.623 -0.520  0.12
14 H 1.360 -1.720 0.958  0.06

Computed stability ranking, most favorable first: *a*, *b*

*a*
Below is the molecule C3H6N2, with properties calculated with wB97M-V/def2-TZVPD.

## Properties
Frontier orbital gap, eV: 10.5
Total charge: 0
SMILES: CNCC#N
E_HOMO, eV: -9.602

Each line ends with the Löwdin charge.
Positions of all 11 atoms, in Å:
1 C -1.426 -0.440 -0.342  -0.14
2 N -0.352 -0.224 0.614  -0.13
3 C 0.973 -0.176 0.004  -0.23
4 C 1.730 1.017 0.414  -0.21
5 N 2.297 1.966 0.752  0.14
6 H -1.471 0.314 -1.146  0.08
7 H -2.381 -0.439 0.190  0.08
8 H -1.315 -1.423 -0.809  0.08
9 H -0.526 0.620 1.143  0.10
10 H 1.564 -1.060 0.273  0.12
11 H 0.907 -0.155 -1.093  0.12

*b*
Below is the molecule C3H6N2, with properties calculated with wB97M-V/def2-TZVPD.

## Properties
Frontier orbital gap, eV: 9.7
Total charge: 0
SMILES: C[C@@H](N)C#N
E_HOMO, eV: -9.728

Each line ends with the Löwdin charge.
Positions of all 11 atoms, in Å:
1 C -0.695 1.093 -0.195  -0.07
2 C 0.141 -0.157 -0.043  -0.52
3 N 0.127 -0.775 1.260  0.04
4 C -0.106 -1.177 -1.154  -0.13
5 N 0.848 -1.192 -1.825  0.18
6 H -0.524 1.512 -1.193  0.08
7 H -1.763 0.929 -0.046  0.08
8 H -0.330 1.808 0.548  0.08
9 H 1.168 0.127 -0.373  0.11
10 H 0.893 -0.386 1.800  0.08
11 H 0.243 -1.782 1.221  0.07

*c*
Below is a cluster of 2 separate species, C3H6N2 in total, with properties calculated with wB97M-V/def2-TZVPD.

## Properties
Frontier orbital gap (spin up / spin down), eV: 7.3 / 8.4
Total charge: 0
E_HOMO (spin up / spin down), eV: -7.288 / -8.281

Each line ends with the Löwdin charge.
Positions of all 11 atoms, in Å:
1 C 0.779 0.139 -0.006  -0.24
2 C 1.913 0.790 -0.018  0.04
3 C -0.099 -0.953 0.214  -0.16
4 N -0.686 0.113 -0.344  -0.14
5 N -1.771 0.805 0.106  0.02
6 H 2.133 1.811 -0.185  0.04
7 H 2.881 0.143 0.191  0.11
8 H -0.145 -2.553 -1.213  0.04
9 H -0.290 -1.662 0.980  0.05
10 H -2.293 0.248 0.911  0.14
11 H -2.422 1.121 -0.637  0.09

*d*
Below is the molecule C3H6N2, with properties calculated with wB97M-V/def2-TZVPD.

## Properties
Frontier orbital gap, eV: 8.9
Total charge: 0
SMILES: C1=NNCC1
E_HOMO, eV: -7.813

Each line ends with the Löwdin charge.
Positions of all 11 atoms, in Å:
1 C -0.612 -1.079 -0.553  -0.16
2 N -1.379 -0.031 -0.850  -0.02
3 N -0.615 1.051 -0.553  -0.15
4 C 0.636 0.706 0.224  -0.22
5 C 0.449 -0.744 0.542  -0.19
6 H -0.918 -2.081 -0.971  0.10
7 H -1.291 1.954 -0.529  0.18
8 H 1.584 0.885 -0.459  0.13
9 H 0.659 1.521 1.040  0.12
10 H 0.047 -0.902 1.557  0.10
11 H 1.441 -1.280 0.551  0.11

Computed stability ranking, most favorable first: *a*, *b*, *d*, *c*